Below is a molecular structure, C4H2N2S, with properties calculated with ωB97M-V with the def2-TZVPD basis set.

Each line ends with the Löwdin charge.
Atoms and positions in Å:
1 S 1.7192 2.4439 -0.1059  0.835
2 N 0.9393 -0.9288 2.4641  0.163
3 N 3.3118 -0.6911 -1.5712  0.188
4 C 0.6201 -0.4291 1.4875  -0.332
5 C 1.6229 0.9293 -0.4732  -0.732
6 C 0.0500 -0.0338 0.2412  -0.068
7 C 2.5290 0.0594 -1.1301  -0.274
8 H -0.0598 -0.9646 -0.2603  0.080
9 H -0.7454 0.8448 0.2540  0.141

Atoms 1-6, force components in eV/Å:
0.31 0.90 0.00
0.62 -0.15 0.82
-1.69 1.47 0.76
-0.96 0.14 0.34
-3.14 -2.26 0.99
2.27 3.97 -0.95

Calculated values
Energy above the lowest of the compared OMol25 structures with the same formula, charge and spin, kcal per mole: 58.25
HOMO level, eV: -9.85
E_tot, Eh: -661.20515



Below is a molecular structure, C4H2N4O, with properties calculated with ωB97M-V with the def2-TZVPD basis set.

Each line ends with the Löwdin charge.
Atoms and positions in Å:
1 O -0.8237 -0.6417 1.8930  -0.061
2 N -1.5908 -1.0184 1.1030  0.170
3 N 2.1956 -1.0402 -1.2077  0.213
4 N 0.4016 0.2762 -0.0772  -0.173
5 N -1.5765 0.0434 -3.0252  0.167
6 C -0.7301 0.5384 -0.7189  -0.041
7 C 0.4596 0.4980 1.2800  -0.012
8 C -1.0747 0.1973 -1.9903  -0.274
9 C 1.3826 -0.4514 -0.6628  -0.230
10 H 1.3669 0.1894 1.7841  0.123
11 H -0.0103 1.4090 1.6220  0.119

Atoms 1-6, force components in eV/Å:
-0.78 -0.54 -0.33
0.84 0.62 -0.08
0.50 -0.35 -0.29
-0.13 0.11 -0.17
0.23 -0.09 0.08
-1.17 0.83 2.34

Calculated values
Energy above the lowest of the compared OMol25 structures with the same formula, charge and spin, kcal per mole: 122.89
HOMO level (spin up / spin down), eV: -9.03 / -9.03
E_tot, Eh: -447.61546



Below is 2 unconnected molecules or ions with the total composition C4H2NO3, with properties calculated with ωB97M-V with the def2-TZVPD basis set.

Each line ends with the Löwdin charge.
Atoms and positions in Å:
1 O -0.3697 2.2102 0.3831  0.134
2 O -2.7755 -0.6463 0.8881  0.016
3 O 0.3864 -1.7817 -0.6913  -0.069
4 N -1.5365 0.2677 -0.8986  0.111
5 C 1.0726 0.3658 0.0749  -0.099
6 C -2.1436 -0.0868 0.0560  -0.568
7 C 1.2513 -1.0039 -0.2090  -0.323
8 C 0.0358 1.2434 -0.0495  -0.334
9 H 2.1012 -1.4397 0.1551  0.060
10 H 1.9779 0.8712 0.2913  0.072

Atoms 1-6, force components in eV/Å:
-1.17 4.17 0.74
-0.67 0.10 1.26
1.84 0.85 0.58
1.64 1.84 -0.40
0.84 -0.04 -0.94
-0.27 -1.39 -0.54

Calculated values
Energy above the lowest of the compared OMol25 structures with the same formula, charge and spin, kcal per mole: 33.06
Charge: -1
HOMO level, eV: -4.66
E_tot, Eh: -434.11197